11
Properties=species:S:1:pos:R:3 method="wB97M-V/def2-TZVPD" max_force_ev_per_a=10.10 e_above_lowest_kj_mol=587.0 energy_ha=-339.35811 charge=0 e_homo_ha=-0.3891
C 1.254 -0.093 0.023
C 0.480 1.074 0.016
C -0.905 1.158 -0.087
C -1.841 0.172 0.054
H 1.055 -2.028 0.535
H -0.513 -1.522 0.886
H 0.863 2.072 0.242
H -1.372 2.081 -0.102
N 0.516 -1.201 -0.337
N -2.529 -0.787 0.036
O 2.517 -0.068 0.065

11
Properties=species:S:1:pos:R:3 method="wB97M-V/def2-TZVPD" max_force_ev_per_a=2.64 e_above_lowest_kj_mol=126.4 energy_ha=-339.53354 charge=0 e_homo_ha=-0.3415
N -3.160 -0.966 0.002
C -2.137 -0.428 0.006
C -1.009 0.435 0.086
C -1.151 1.894 -0.071
O -0.181 2.617 0.027
C 0.330 0.092 0.045
N 0.779 -1.178 -0.066
H -2.239 2.089 -0.187
H 1.168 0.743 0.215
H 0.122 -1.909 -0.132
H 1.658 -1.376 0.451

11
Properties=species:S:1:pos:R:3 method="wB97M-V/def2-TZVPD" max_force_ev_per_a=1.18 e_above_lowest_kj_mol=373.5 energy_ha=-339.43939 smiles="C1=NC1.N#CC=O" charge=0 e_homo_ha=-0.3791
C -0.855 1.183 0.411
N -2.029 1.362 0.821
C -1.700 0.011 0.280
H 0.082 1.735 0.309
H -2.096 -0.258 -0.695
H -1.600 -0.817 0.976
N 2.563 -0.360 1.372
C 2.018 -0.542 0.367
C 1.372 -0.725 -0.957
O 0.383 -1.394 -1.093
H 1.862 -0.193 -1.792

11
Properties=species:S:1:pos:R:3 method="wB97M-V/def2-TZVPD" max_force_ev_per_a=0.68 e_above_lowest_kj_mol=323.2 energy_ha=-339.45856 charge=0 e_homo_ha="-0.3132 / -0.3133"
O 0.112 1.056 -2.731
C 0.663 0.650 -1.737
C -0.112 0.196 -0.521
C 0.689 -0.297 0.590
N 0.063 -0.738 1.628
C -0.714 -1.232 2.400
N -1.388 0.236 -0.481
H 1.768 0.591 -1.668
H 1.774 -0.320 0.570
H -1.159 -0.711 3.243
H -1.727 0.596 -1.379